(1)
94
Properties=species:S:1:pos:R:3:forces:R:3 method="wB97M-V/def2-TZVPD" homo_ev="-6.96 / -6.95" de_lowest_ev=0.000 s2=2.0023 charge=0 homo_lumo_gap_ev="7.123 / 7.118" spin_multiplicity=3
C 2.7091 -2.6683 -3.8093 -0.0266 -0.2286 0.1919
C 2.0627 -1.9270 -4.9365 -0.4238 0.2985 -0.8873
H 2.6932 -3.7429 -4.0212 0.0093 0.1391 0.2512
H 2.1900 -2.4588 -2.8663 0.1359 -0.1747 -0.1793
H 3.7654 -2.3856 -3.6764 -0.2645 0.0491 -0.1129
C 2.0266 -2.3804 -6.1998 0.1327 0.6277 0.6764
C 2.5548 -3.6958 -6.6446 0.1546 -0.4570 -0.4353
H 1.6421 -1.7479 -6.9996 -0.0832 -0.1049 0.3377
H 2.2124 -4.5258 -6.0137 0.1131 0.1538 -0.0995
H 3.6519 -3.7216 -6.6767 -0.1491 -0.0255 0.0647
H 2.2002 -3.8741 -7.6647 0.1222 -0.2041 0.1393
Pr 0.1856 -0.3443 2.2058 1.5584 -0.0090 0.6607
Cl 1.8467 1.0073 0.4393 -0.3134 -0.0568 -0.1528
C -0.9846 2.3771 1.0968 0.1323 -1.0885 0.3338
O -1.4419 1.3089 1.6091 0.2514 1.6421 -0.3866
N -1.6529 3.1341 0.2464 -0.0716 -0.0645 0.0538
C -3.0634 2.8800 -0.0173 -0.0641 -0.1422 -0.2751
C -0.9508 4.1211 -0.5773 0.0222 0.0464 0.1949
H 0.0535 2.6837 1.3179 -0.4185 0.0691 -0.2370
H -3.5365 2.4380 0.8634 0.1828 0.0644 -0.1679
H -3.1997 2.2001 -0.8718 0.0619 0.1660 0.2251
H -3.5350 3.8381 -0.2508 0.0014 -0.1506 0.0370
H 0.0004 4.3656 -0.0806 -0.3412 0.0044 -0.3031
H -1.5874 5.0105 -0.6612 0.2994 -0.1063 0.0275
H -0.7502 3.7154 -1.5834 -0.1182 0.2349 0.5129
H -4.3240 1.2879 5.4663 0.2089 -0.2198 -0.0105
H -2.6580 2.0861 7.6040 -0.0021 -0.3250 -0.0699
C -3.8203 0.3164 5.5903 0.0035 -0.1630 0.1703
C -2.4596 1.0023 7.5559 0.2554 0.3452 -0.0913
N -2.4988 0.4988 6.1820 -0.2111 0.1979 -0.1140
H -3.7101 -0.1732 4.6225 -0.0476 0.0840 0.1242
C -1.3809 0.4163 5.4465 0.2916 -0.5909 -1.0591
O -1.3079 -0.1316 4.3153 -0.5406 0.8937 1.4043
H -1.4679 0.8126 7.9819 -0.2545 0.0465 -0.0734
H -0.4949 0.8775 5.9260 -0.1843 -0.4419 -0.2328
H -4.4361 -0.2937 6.2625 0.1178 0.0313 -0.2241
H -3.2154 0.4913 8.1655 0.2356 0.0125 -0.2356
H -0.6291 -5.4240 2.2471 -0.3102 0.1789 -0.2046
H -0.3886 -3.6267 -0.2135 -0.5025 -0.1124 0.1857
C -1.6814 -5.2117 1.9956 -0.1865 -0.1636 0.2107
C -1.4536 -3.8872 -0.0979 0.2474 0.0728 -0.1740
N -1.8387 -3.9373 1.3168 0.1812 0.5805 0.3855
H -2.2702 -5.1708 2.9173 0.1306 -0.2565 -0.1160
C -1.9496 -2.8398 2.0652 0.8991 1.0354 -0.8328
O -1.6919 -1.6724 1.6529 -1.2394 -1.6832 0.4643
H -2.0519 -3.1471 -0.6346 -0.0396 -0.1877 0.1933
H -2.2280 -2.9685 3.1262 0.0046 -0.2859 -0.3460
H -2.0609 -5.9937 1.3361 -0.0132 -0.0342 0.2476
H -1.6068 -4.8826 -0.5174 -0.1969 0.1280 0.0144
O 0.4393 -0.8840 -3.5486 -0.1101 -0.0545 -0.0454
C 1.4227 -0.5946 -4.5498 -0.0636 0.1907 0.3856
C -0.2432 -0.2230 -6.4290 0.2401 0.1837 -0.3373
C 0.8861 0.2048 -5.7264 0.1998 0.0022 0.2663
H -0.8025 -1.0908 -6.0583 0.2522 0.3908 -0.2632
C -0.5836 0.4180 -7.6279 -0.0479 -0.0126 0.4496
H 2.2230 0.0004 -4.0771 -0.2347 0.0188 0.0130
C 1.6061 1.3338 -6.1455 -0.2152 -0.6439 -0.1726
H -1.4628 0.0724 -8.1773 0.3341 0.1786 0.0502
C 0.1906 1.4849 -8.0971 0.1197 -0.1290 -0.0273
C 1.2907 1.9408 -7.3622 -0.1620 0.0693 0.2954
H 2.4364 1.6613 -5.5116 -0.1935 0.0039 -0.4310
H -0.0485 1.9472 -9.0557 0.0213 -0.0827 0.2835
H 1.8991 2.7775 -7.7132 -0.2861 -0.2331 0.0197
Si -0.8968 -0.1485 -2.8767 0.6624 -0.1364 -0.7848
Cl 1.2413 -2.5778 1.0064 0.2997 0.2492 0.6560
C -2.4275 -0.8684 -3.6696 -0.1720 0.0113 -0.0226
C -0.8148 1.6907 -3.2005 -0.0791 0.1626 -0.0911
C -0.9086 -0.5198 -1.0684 0.1130 0.0816 0.1298
H -2.5187 -0.5722 -4.7225 -0.0541 -0.0607 0.2503
H -3.3123 -0.5081 -3.1258 0.0612 -0.1196 -0.1619
H -2.4108 -1.9657 -3.6157 -0.0294 0.2116 -0.0121
H -0.6778 -1.5705 -0.8847 -0.0944 0.1714 -0.0695
H -1.8618 -0.2664 -0.5898 0.0970 -0.0924 -0.0996
H -0.1018 0.0505 -0.5897 -0.1510 -0.0236 -0.2291
H -0.6261 1.9318 -4.2561 -0.1193 -0.1305 0.2496
H -0.0033 2.1319 -2.6093 -0.1193 -0.0756 -0.0556
H -1.7739 2.1470 -2.9172 0.1988 0.0616 -0.0097
C 4.1879 3.6867 4.6546 -0.1298 -0.5970 0.7925
C 3.5588 3.3454 3.4359 -0.2455 -0.3430 0.2931
C 2.7341 2.2383 3.3802 0.0474 0.1062 -0.1253
C 2.5184 1.3839 4.5008 0.9850 0.7875 1.7578
C 1.7078 0.2335 4.4683 -1.5225 -1.0132 -2.4705
C 1.5426 -0.5680 5.5660 0.7392 0.5509 0.9661
C 2.1825 -0.2345 6.8042 -0.0034 -0.0100 -0.3700
C 3.0004 0.8750 6.8826 -0.2531 -0.1304 0.0373
C 3.1808 1.7308 5.7552 -0.3757 -0.2592 -1.1149
C 3.9894 2.8921 5.7848 0.3287 0.5401 -0.3308
H 4.8391 4.5611 4.7074 -0.1861 -0.2438 0.0367
H 3.7343 3.9468 2.5431 -0.0843 -0.1557 0.2130
H 2.2741 1.9736 2.4213 0.2900 0.1629 0.6078
H 0.9200 -1.4717 5.5464 0.1242 0.2833 -0.0509
H 2.0006 -0.8820 7.6661 0.2910 0.2391 -0.0819
H 3.5303 1.1106 7.8075 -0.1864 -0.0046 -0.1633
H 4.4709 3.1390 6.7356 -0.0370 0.0685 -0.3196


(2)
13
Properties=species:S:1:pos:R:3:forces:R:3 method="wB97M-V/def2-TZVPD" homo_ev=-7.94 de_lowest_ev=6.380 charge=0 homo_lumo_gap_ev=8.767
O 1.9214 -0.2641 0.1146 0.0652 0.2761 -0.0430
C 0.2960 -1.0147 -0.0766 -0.1901 -0.0444 0.0905
C -0.2264 -0.5038 1.1602 -0.1100 -0.3197 0.1235
N -1.3814 0.1812 0.4394 -0.1665 0.1021 0.1255
C -0.7714 1.2334 -0.3401 0.0454 0.2443 -0.0252
C -0.6761 -0.1682 -0.8360 0.0082 -0.1661 -0.3456
H 2.0354 0.4645 -0.5217 0.0308 -0.1638 0.1328
H 0.6283 -2.0014 -0.3867 -0.0119 0.1691 0.0628
H 1.2347 0.0788 0.9645 0.1987 -0.0229 -0.2001
H -0.4815 -1.1107 2.0235 0.0551 0.0894 -0.1097
H 0.1061 1.7426 0.0580 -0.1246 -0.0990 -0.0287
H -1.4795 1.8646 -0.8749 0.1037 -0.1207 0.0667
H -1.2056 -0.5023 -1.7240 0.0959 0.0556 0.1506


Respective energy values: -3479.763365 -286.397180 hartree.